Entry 1
A single C6H14N2 molecule. Source: the Open Molecules 2025 dataset; level of theory: wB97M-V/def2-TZVPD.

LUMO level (Ha): 0.0390
SMILES: C=C[C@@H](N)[C@H](C)NC

Each line ends with the Löwdin charge.
Positions of all 22 atoms, in Å:
C (-1.366, -1.790, 1.324)  0.009
C (-0.597, -0.686, 1.217)  -0.155
C (0.847, -0.601, 0.688)  -0.359
N (1.327, -1.914, 0.237)  0.033
C (0.901, 0.458, -0.464)  -0.347
C (1.037, 1.893, 0.042)  -0.073
N (-0.272, 0.233, -1.400)  -0.089
C (-1.490, 1.014, -1.261)  -0.147
H (-2.276, -1.781, 1.913)  0.049
H (-1.102, -2.717, 0.826)  0.049
H (-0.937, 0.209, 1.735)  0.095
H (1.483, -0.275, 1.519)  0.138
H (1.033, -2.078, -0.724)  0.068
H (2.345, -1.921, 0.201)  0.074
H (1.794, 0.257, -1.069)  0.124
H (1.024, 2.606, -0.790)  0.081
H (1.993, 2.017, 0.565)  0.080
H (0.243, 2.167, 0.741)  0.073
H (-0.474, -0.752, -1.556)  0.093
H (-2.096, 0.697, -0.410)  0.057
H (-1.311, 2.089, -1.179)  0.071
H (-2.106, 0.874, -2.155)  0.077


Entry 2
2 unconnected molecules or ions with the total composition C6H14N2. Source: the Open Molecules 2025 dataset; level of theory: wB97M-V/def2-TZVPD.

LUMO level (Ha): -0.1408

Each line ends with the Löwdin charge.
Positions of all 22 atoms, in Å:
C (2.547, 0.335, -0.995)  -0.190
C (-2.142, 1.289, -0.828)  0.027
C (-1.030, 0.563, -0.644)  -0.158
C (-0.955, -0.864, -0.306)  -0.440
N (-2.248, -1.569, -0.469)  0.178
C (-0.825, -1.045, 1.189)  -0.218
C (0.309, -0.199, 1.869)  -0.078
N (1.968, 1.478, -0.250)  0.027
H (2.494, -0.574, -0.357)  0.091
H (3.510, 0.545, -1.293)  0.037
H (-2.165, 2.296, -1.208)  0.047
H (-3.115, 0.742, -0.831)  0.065
H (-0.011, 0.968, -0.812)  0.065
H (-0.162, -1.342, -0.916)  0.150
H (-2.363, -1.856, -1.414)  0.026
H (-1.746, -0.708, 1.669)  0.121
H (-0.574, -1.984, 1.261)  0.043
H (0.897, -0.864, 2.548)  0.080
H (-0.131, 0.659, 2.381)  0.074
H (1.043, 0.137, 1.109)  0.016
H (1.977, 0.034, -1.830)  0.047
H (2.721, 1.960, 0.128)  -0.010


Entry 3
A molecular structure, C6H14N2. Source: the Open Molecules 2025 dataset; level of theory: wB97M-V/def2-TZVPD.

LUMO level (Ha): 0.0155

Each line ends with the Löwdin charge.
Positions of all 22 atoms, in Å:
C (-1.162, -2.057, 0.010)  -0.148
C (-1.187, -0.555, 0.078)  -0.357
C (0.087, 0.031, 0.427)  -0.348
C (0.622, 0.510, 1.760)  -0.203
C (0.184, 1.962, 2.158)  -0.117
C (-0.013, 0.785, -2.160)  -0.129
H (-2.247, -2.238, -0.768)  0.156
H (-0.244, -2.414, -0.487)  0.048
H (-1.422, -2.277, 1.201)  0.120
H (-1.269, -0.248, -1.041)  -0.020
H (-2.332, -0.480, 0.568)  0.170
H (0.450, -0.286, 2.584)  0.133
H (1.744, 0.711, 1.663)  0.115
H (-0.840, 2.123, 1.819)  0.051
H (0.015, 1.857, 3.277)  0.085
H (0.547, 2.908, 1.846)  0.049
H (1.445, -0.873, -2.514)  0.124
H (-1.456, 0.254, -2.026)  0.175
H (0.283, 0.567, -3.227)  0.038
H (0.371, 1.991, -1.535)  0.191
N (1.142, -0.336, -0.371)  0.021
N (0.824, -0.471, -1.770)  -0.156


Name the most stable of them. entry 1.


Entry 1
2 unconnected molecules or ions with the total composition C4H13NOS. Source: the Open Molecules 2025 dataset; level of theory: wB97M-V/def2-TZVPD.

LUMO level (Ha): 0.0288
SMILES: CNCCCS.O

Each line ends with the Löwdin charge.
Positions of all 20 atoms, in Å:
C (-1.902, 0.133, 0.074)  -0.147
N (-0.491, 0.133, 0.537)  -0.145
C (0.425, 0.217, -0.635)  -0.242
C (1.847, 0.488, -0.013)  -0.284
C (2.956, 0.050, -0.979)  -0.590
S (4.607, 0.239, -0.209)  0.670
H (-2.174, 1.091, -0.399)  0.074
H (-2.621, -0.077, 0.884)  0.059
H (-1.980, -0.667, -0.681)  0.080
H (-0.431, 0.951, 1.157)  0.105
H (0.208, 1.151, -1.187)  0.108
H (0.344, -0.624, -1.350)  0.121
H (1.901, 1.554, 0.283)  0.111
H (1.999, -0.122, 0.897)  0.100
H (2.899, 0.670, -1.895)  0.072
H (2.919, -1.012, -1.288)  0.075
H (4.997, -1.052, -0.266)  -0.153
O (-5.221, -1.433, 1.626)  -0.086
H (-4.748, -0.788, 1.053)  0.025
H (-5.535, -0.901, 2.392)  0.050


Entry 2
2 unconnected molecules or ions with the total composition C4H13NOS. Source: the Open Molecules 2025 dataset; level of theory: wB97M-V/def2-TZVPD.

LUMO level (Ha): 0.0289
SMILES: C[C@@H](N)CCS.O

Each line ends with the Löwdin charge.
Positions of all 20 atoms, in Å:
C (2.837, 2.169, -0.348)  -0.076
C (1.379, 1.836, -0.575)  -0.471
N (1.286, 1.096, -1.853)  0.016
C (0.847, 0.966, 0.558)  -0.252
C (-0.564, 0.432, 0.320)  -0.537
S (-0.735, -1.333, 0.830)  0.718
H (3.452, 1.281, -0.309)  0.083
H (2.934, 2.764, 0.533)  0.067
H (3.246, 2.833, -1.113)  0.078
H (0.787, 2.738, -0.758)  0.135
H (1.815, 1.552, -2.589)  0.065
H (0.352, 1.149, -2.263)  0.062
H (1.567, 0.158, 0.700)  0.099
H (0.819, 1.582, 1.453)  0.112
H (-1.330, 0.991, 0.857)  0.068
H (-0.903, 0.493, -0.716)  0.054
H (-0.884, -0.973, 2.107)  -0.141
O (-3.702, -3.342, 0.217)  -0.081
H (-3.002, -3.030, 0.803)  -0.028
H (-3.455, -4.259, 0.062)  0.029


Name the most stable of them. entry 2.


Entry 1
2 unconnected molecules or ions with the total composition C4H13NOS. Source: the Open Molecules 2025 dataset; level of theory: wB97M-V/def2-TZVPD.

LUMO level (Ha): 0.0310
SMILES: CSCCCN.O

Each line ends with the Löwdin charge.
Positions of all 20 atoms, in Å:
C (-0.216, -1.837, -2.656)  -0.413
S (1.309, -1.669, -1.692)  0.777
C (0.573, -0.869, -0.205)  -0.485
C (0.604, 0.676, -0.311)  -0.258
C (1.090, 1.279, 0.992)  -0.275
N (0.102, 0.993, 2.062)  -0.017
H (-0.008, -2.392, -3.569)  0.030
H (-0.919, -2.354, -2.038)  0.022
H (-0.588, -0.882, -3.002)  0.034
H (-0.394, -1.336, -0.113)  0.062
H (1.174, -1.181, 0.646)  0.061
H (1.269, 0.951, -1.127)  0.090
H (-0.399, 1.072, -0.470)  0.102
H (1.211, 2.357, 1.016)  0.110
H (2.044, 0.818, 1.268)  0.107
H (0.183, 0.025, 2.352)  0.076
H (0.292, 1.576, 2.867)  0.078
O (-2.656, 0.642, 1.122)  -0.086
H (-1.699, 0.696, 1.331)  -0.024
H (-2.971, 1.434, 1.527)  0.009


Entry 2
2 unconnected molecules or ions with the total composition C4H13NOS. Source: the Open Molecules 2025 dataset; level of theory: wB97M-V/def2-TZVPD.

LUMO level (Ha): 0.0280
SMILES: C[C@H](N)CCS.O

Each line ends with the Löwdin charge.
Positions of all 20 atoms, in Å:
C (-1.603, 0.376, -1.776)  -0.070
C (-0.517, 0.042, -0.764)  -0.484
N (-0.783, -1.158, -0.015)  0.065
C (-0.374, 1.225, 0.190)  -0.280
C (0.628, 1.101, 1.306)  -0.548
S (2.374, 1.232, 0.761)  0.692
H (-2.602, 0.332, -1.337)  0.080
H (-1.458, 1.395, -2.128)  0.078
H (-1.609, -0.329, -2.606)  0.077
H (0.399, -0.010, -1.368)  0.121
H (-0.063, -1.599, 0.523)  0.028
H (-1.698, -1.556, -0.079)  0.075
H (-1.344, 1.458, 0.596)  0.111
H (-0.148, 2.134, -0.385)  0.109
H (0.572, 0.115, 1.774)  0.044
H (0.412, 1.799, 2.112)  0.069
H (2.096, 1.260, -0.548)  -0.160
O (1.613, -2.638, 1.475)  -0.060
H (2.386, -3.209, 1.477)  0.045
H (1.719, -1.970, 0.791)  0.006


Entry 3
2 unconnected molecules or ions with the total composition C4H13NOS. Source: the Open Molecules 2025 dataset; level of theory: wB97M-V/def2-TZVPD.

LUMO level (Ha): 0.0296
SMILES: CN[C@H](C)CS.O

Each line ends with the Löwdin charge.
Positions of all 20 atoms, in Å:
C (1.221, 1.736, -1.132)  -0.083
N (-0.079, 1.301, -0.580)  -0.136
C (-0.329, -0.134, -0.619)  -0.511
C (-1.855, -0.392, -0.677)  -0.059
C (0.262, -0.812, 0.669)  -0.500
S (0.807, -2.513, 0.243)  0.678
H (1.892, 0.879, -1.048)  0.088
H (1.031, 2.222, -2.090)  0.079
H (1.660, 2.565, -0.578)  0.065
H (-0.856, 1.862, -0.893)  0.107
H (0.095, -0.610, -1.535)  0.117
H (-2.107, -1.453, -0.602)  0.079
H (-2.210, 0.230, 0.153)  0.080
H (-2.224, -0.007, -1.620)  0.074
H (1.110, -0.214, 0.980)  0.064
H (-0.509, -0.829, 1.434)  0.067
H (0.078, -2.840, -0.847)  -0.148
O (-0.657, 2.775, 1.828)  -0.078
H (0.239, 3.079, 1.663)  0.022
H (-0.873, 2.020, 1.258)  -0.005


Entry 4
2 unconnected molecules or ions with the total composition C4H13NOS. Source: the Open Molecules 2025 dataset; level of theory: wB97M-V/def2-TZVPD.

LUMO level (Ha): 0.0275
SMILES: C[C@H](N)CCS.O

Each line ends with the Löwdin charge.
Positions of all 20 atoms, in Å:
C (1.447, 0.178, -1.271)  -0.044
C (0.324, 0.327, -0.179)  -0.491
N (-0.232, 1.668, -0.071)  0.041
C (0.731, -0.156, 1.236)  -0.239
C (-0.536, -0.710, 1.911)  -0.498
S (-0.915, -2.461, 1.329)  0.656
H (2.041, 1.072, -1.423)  0.070
H (2.004, -0.736, -1.062)  0.068
H (0.887, -0.074, -2.174)  0.060
H (-0.402, -0.424, -0.519)  0.075
H (-0.424, 2.204, -0.899)  0.063
H (0.520, 2.155, 0.426)  0.074
H (1.049, 0.775, 1.718)  0.106
H (1.541, -0.871, 1.169)  0.096
H (-1.319, 0.012, 1.708)  0.070
H (-0.372, -0.924, 2.955)  0.044
H (-0.466, -2.971, 2.494)  -0.154
O (-2.049, 0.666, -2.303)  -0.055
H (-2.158, 0.366, -3.212)  0.042
H (-1.672, -0.094, -1.836)  0.016


Name the most stable of them. entry 1.


Entry 1
2 unconnected molecules or ions with the total composition C4H11O3. Source: the Open Molecules 2025 dataset; level of theory: wB97M-V/def2-TZVPD.

Charge: -1
LUMO level (Ha): 0.1395

Each line ends with the Löwdin charge.
Positions of all 18 atoms, in Å:
C (3.659, -1.556, 0.144)  -0.272
O (2.953, -1.196, -1.001)  -0.234
H (4.300, -0.735, 0.524)  0.062
H (2.994, -1.861, 0.979)  0.064
H (4.321, -2.414, -0.066)  0.059
O (0.740, 1.033, -0.770)  -0.352
H (2.163, -0.370, -0.797)  0.166
C (-3.432, 0.244, -0.620)  -0.159
O (-2.232, 0.966, -0.617)  -0.196
C (-1.351, 0.573, 0.412)  -0.275
C (-0.038, 1.342, 0.322)  -0.482
H (-4.067, 0.642, -1.422)  0.077
H (-3.252, -0.831, -0.804)  0.081
H (-3.967, 0.346, 0.342)  0.075
H (-1.151, -0.514, 0.335)  0.116
H (-1.823, 0.759, 1.398)  0.103
H (0.480, 1.145, 1.292)  0.080
H (-0.298, 2.426, 0.347)  0.086


Entry 2
A molecular structure, C4H11O3. Source: the Open Molecules 2025 dataset; level of theory: wB97M-V/def2-TZVPD.

Charge: -1
LUMO level (Ha): 0.1005

Each line ends with the Löwdin charge.
Positions of all 18 atoms, in Å:
C (-2.237, -0.878, 2.255)  -0.504
O (-1.626, -1.986, 2.695)  -0.319
C (-1.450, -0.270, 1.056)  -0.018
C (-0.051, -0.451, 0.992)  -0.112
C (0.777, 0.037, -0.154)  -0.088
O (2.402, -0.136, -2.484)  -0.478
H (-3.203, -1.137, 1.752)  0.093
H (-2.446, -0.090, 2.993)  0.102
H (-2.097, 0.313, 0.407)  0.134
H (-0.833, -1.359, 0.680)  0.207
H (0.452, -0.723, 1.911)  0.143
H (1.655, -0.608, -0.232)  0.075
H (0.311, -0.154, -1.120)  0.080
H (1.077, 1.081, -0.105)  0.083
H (2.674, 0.224, -3.311)  -0.142
H (1.078, 2.469, -2.931)  -0.022
H (1.889, 1.319, -2.241)  -0.031
O (1.630, 2.349, -2.165)  -0.202


Name the most stable of them. entry 1.